# 1
{"formula": "C30H25CoN6O6", "method": "the ωB97M-V functional and the def2-TZVPD basis", "elements": ["Co", "C", "C", "O", "C", "C", "C", "N", "N", "C", "O", "C", "C", "C", "C", "C", "C", "H", "H", "H", "H", "H", "H", "H", "H", "H", "H", "H", "H", "C", "C", "C", "C", "C", "C", "N", "N", "C", "C", "C", "C", "C", "N", "H", "H", "H", "H", "H", "H", "H", "H", "H", "O", "C", "O", "C", "C", "C", "C", "C", "C", "N", "O", "O", "H", "H", "H", "H"], "coordinates": [[-0.148712, 0.213552, -1.214760], [-3.257470, 2.306590, -3.057612], [-2.234830, 1.956396, -2.007432], [-1.340558, 1.109630, -2.384485], [-2.287613, 2.556476, -0.771112], [-1.358026, 2.323858, 0.276931], [-1.533145, 3.058662, 1.574300], [-0.368256, 1.487633, 0.159934], [0.440444, 1.272292, 1.271044], [1.228965, 0.269257, 1.033338], [1.257011, -0.366994, -0.100597], [2.145683, -0.204686, 2.098177], [2.854525, -1.385680, 1.908722], [3.699894, -1.853941, 2.904185], [3.841093, -1.145500, 4.088052], [3.131096, 0.034017, 4.279243], [2.284105, 0.503152, 3.289849], [-3.110432, 1.682128, -3.935383], [-3.165301, 3.354180, -3.346773], [-4.266242, 2.156724, -2.672308], [-3.085887, 3.257436, -0.577043], [-2.386443, 3.729694, 1.517116], [-0.633939, 3.624338, 1.817638], [-1.673935, 2.345842, 2.387422], [2.720218, -1.932592, 0.985681], [4.246170, -2.776618, 2.756069], [4.499764, -1.512544, 4.864874], [3.236894, 0.585900, 5.204412], [1.720861, 1.416164, 3.426507], [4.174200, 3.863784, -1.662900], [4.532264, 2.853156, -2.548732], [3.649007, 1.828319, -2.829521], [2.400101, 1.821508, -2.212045], [2.035414, 2.824124, -1.326225], [2.928708, 3.849742, -1.055958], [1.450390, 0.781376, -2.467818], [1.713809, 0.055824, -3.434650], [0.773693, -0.984797, -3.624945], [0.854995, -1.740602, -4.777513], [-0.107429, -2.719544, -4.969598], [-1.092400, -2.885822, -4.011381], [-1.079144, -2.089434, -2.876527], [-0.146717, -1.164708, -2.684220], [4.873630, 4.659894, -1.443325], [5.508126, 2.863202, -3.015506], [3.918292, 1.031838, -3.506884], [1.062920, 2.803346, -0.860722], [2.649325, 4.633195, -0.364654], [1.644236, -1.544850, -5.487856], [-0.092047, -3.337036, -5.857412], [-1.867763, -3.629324, -4.125849], [-1.825536, -2.182384, -2.103977], [-0.367232, -2.737116, -0.135059], [-1.165484, -1.913340, 0.268730], [-1.420123, -0.745036, -0.255880], [-2.025254, -2.199340, 1.478241], [-2.006421, -3.478895, 2.021352], [-2.766939, -3.774238, 3.139383], [-3.532380, -2.764480, 3.694976], [-3.564525, -1.480804, 3.181600], [-2.801801, -1.203184, 2.059448], [-4.348176, -3.069472, 4.887690], [-5.000601, -2.166188, 5.371089], [-4.286594, -4.194450, 5.340857], [-1.380637, -4.228452, 1.556932], [-2.773961, -4.758306, 3.582772], [-4.174984, -0.728488, 3.657546], [-2.798916, -0.214387, 1.622566]], "forces_ev_per_a": [[0.2, -0.2, -0.4], [0.0, 0.0, 0.0], [0.1, 0.0, 0.0], [-0.2, -0.3, 0.1], [0.0, -0.1, 0.0], [0.0, 0.0, 0.0], [0.0, 0.0, 0.0], [0.2, 0.0, -0.2], [0.0, -0.1, 0.0], [0.0, 0.1, 0.0], [-0.2, -0.3, -0.2], [0.0, 0.0, 0.0], [0.0, 0.0, 0.0], [0.0, 0.0, 0.0], [0.0, 0.0, 0.0], [0.0, 0.0, 0.0], [0.0, 0.0, 0.0], [0.0, 0.0, 0.0], [0.0, 0.0, 0.0], [0.0, 0.0, 0.0], [0.0, 0.0, 0.0], [0.0, 0.0, 0.0], [0.0, 0.0, 0.0], [0.0, 0.0, 0.0], [0.0, 0.0, 0.0], [0.0, 0.0, 0.0], [0.0, 0.0, 0.0], [0.0, 0.0, 0.0], [0.0, 0.0, 0.0], [0.0, 0.0, 0.0], [0.0, 0.0, 0.0], [0.1, 0.0, 0.0], [-0.1, -0.1, 0.0], [0.0, 0.0, 0.0], [0.0, 0.0, 0.0], [0.0, 0.5, 0.4], [-0.1, -0.1, 0.0], [0.2, 0.1, 0.0], [0.0, 0.0, 0.0], [0.0, 0.0, 0.0], [0.0, 0.0, 0.0], [0.0, 0.0, 0.1], [0.1, 0.1, 0.2], [0.0, 0.0, 0.0], [0.0, 0.0, 0.0], [0.0, 0.0, 0.0], [0.0, 0.0, 0.0], [0.0, 0.0, 0.0], [0.0, 0.0, 0.0], [0.0, 0.0, 0.0], [0.0, 0.0, 0.0], [0.0, 0.0, 0.0], [0.0, -0.1, 0.0], [-0.1, 0.1, 0.0], [-0.3, 0.1, 0.1], [0.0, 0.0, 0.0], [0.0, 0.0, 0.0], [0.0, 0.0, 0.0], [-0.1, 0.0, 0.0], [0.0, 0.0, 0.0], [0.0, 0.0, 0.0], [0.3, 0.1, 0.2], [-0.1, 0.0, -0.1], [-0.1, 0.0, -0.1], [0.0, 0.0, 0.0], [0.0, 0.0, 0.0], [0.0, 0.0, 0.0], [0.0, 0.0, 0.0]], "nbo_charge": [1.22, -0.68, 0.51, -0.70, -0.49, 0.32, -0.66, -0.32, -0.42, 0.54, -0.69, -0.04, -0.20, -0.22, -0.21, -0.21, -0.20, 0.23, 0.23, 0.23, 0.22, 0.21, 0.24, 0.24, 0.24, 0.21, 0.21, 0.21, 0.23, -0.18, -0.21, -0.21, 0.15, -0.20, -0.20, -0.13, -0.13, 0.30, -0.22, -0.15, -0.23, 0.12, -0.42, 0.22, 0.22, 0.24, 0.24, 0.22, 0.24, 0.23, 0.23, 0.24, -0.64, 0.77, -0.71, -0.14, -0.16, -0.20, 0.02, -0.20, -0.12, 0.53, -0.38, -0.38, 0.24, 0.25, 0.25, 0.23], "total_charge": 0, "lumo_energy_ev": -1.54, "homo_ev": -7.46, "e_tot_ha": -3320.90616, "largest_force_ev_per_a": 0.6}

# 2
{"formula": "C40H105N7O13", "method": "the ωB97M-V functional and the def2-TZVPD basis", "elements": ["C", "C", "O", "H", "H", "H", "H", "H", "H", "C", "C", "O", "H", "H", "H", "H", "H", "H", "C", "O", "C", "C", "N", "C", "C", "O", "C", "H", "H", "H", "H", "H", "H", "H", "H", "H", "H", "H", "H", "H", "H", "H", "C", "O", "C", "C", "N", "C", "C", "O", "C", "H", "H", "H", "H", "H", "H", "H", "H", "H", "H", "H", "H", "H", "H", "H", "C", "O", "C", "C", "N", "C", "C", "O", "C", "H", "H", "H", "H", "H", "H", "H", "H", "H", "H", "H", "H", "H", "H", "H", "C", "O", "C", "C", "N", "C", "C", "O", "C", "H", "H", "H", "H", "H", "H", "H", "H", "H", "H", "H", "H", "H", "H", "H", "C", "C", "C", "O", "C", "N", "H", "H", "H", "H", "H", "H", "H", "H", "H", "H", "H", "C", "C", "C", "O", "C", "N", "H", "H", "H", "H", "H", "H", "H", "H", "H", "H", "H", "C", "C", "C", "O", "C", "N", "H", "H", "H", "H", "H", "H", "H", "H", "H", "H", "H"], "coordinates": [[4.175164, 2.420658, 2.591009], [4.003349, 0.931825, 2.747714], [4.096000, 0.290759, 1.477337], [5.051458, 2.585146, 1.955930], [4.359335, 2.854080, 3.575152], [3.346167, 2.860824, 2.040169], [3.001161, 0.746076, 3.156478], [4.742977, 0.490471, 3.414450], [3.599592, 0.816331, 0.812812], [2.929836, -3.761167, -0.574797], [2.536120, -3.004335, 0.672474], [3.718343, -2.425154, 1.239684], [3.230783, -3.076155, -1.371272], [2.068108, -4.284213, -0.999616], [3.770301, -4.412366, -0.341406], [2.114936, -3.603946, 1.482586], [1.779833, -2.230623, 0.495937], [3.677484, -1.451759, 1.190868], [-4.007383, -2.898016, 2.638775], [-4.196690, -2.555930, 3.980598], [-5.065312, -3.456698, 4.645118], [-5.405123, -2.967280, 6.038803], [-6.329777, -1.831914, 5.999390], [-6.974532, -1.596887, 7.274891], [-5.999968, -1.022446, 8.293397], [-5.309675, 0.111528, 7.750164], [-3.955689, 0.138885, 8.162050], [-4.875123, -2.624226, 2.026849], [-3.854686, -3.969690, 2.453508], [-3.107494, -2.440097, 2.234270], [-4.579706, -4.440891, 4.635597], [-5.991631, -3.543381, 4.063025], [-4.448788, -2.704990, 6.508536], [-5.816566, -3.830567, 6.564079], [-5.776043, -1.024940, 5.741342], [-7.437208, -2.465589, 7.741337], [-7.708069, -0.803918, 7.097448], [-5.288227, -1.810385, 8.558059], [-6.480596, -0.699484, 9.221018], [-3.347806, -0.661751, 7.728410], [-3.956926, 0.018877, 9.250184], [-3.480655, 1.082021, 7.900114], [-0.121535, 7.283763, 3.240289], [0.561981, 6.288874, 2.494396], [-0.140787, 5.905341, 1.336349], [0.522191, 4.662973, 0.733284], [1.988796, 4.680925, 0.673108], [2.508527, 5.545269, -0.402824], [4.007761, 5.582233, -0.326207], [4.501342, 6.424534, 0.704071], [5.912299, 6.416527, 0.697241], [-1.160116, 7.014418, 3.450831], [-0.052160, 8.209941, 2.665975], [0.328868, 7.402515, 4.223774], [-0.082983, 6.733039, 0.620805], [-1.173561, 5.605173, 1.534247], [0.137555, 4.343384, -0.236355], [0.332137, 3.834705, 1.425333], [2.313227, 5.063853, 1.556947], [2.118885, 6.562043, -0.268034], [2.172892, 5.183205, -1.376021], [4.443245, 5.918222, -1.276216], [4.390200, 4.563240, -0.178971], [6.251605, 7.167184, 1.404935], [6.295887, 6.668659, -0.299882], [6.327151, 5.421633, 0.889597], [2.075343, 2.149334, -5.794762], [3.370466, 2.307800, -5.291741], [3.562600, 3.439353, -4.471386], [4.838182, 3.261885, -3.672205], [4.682609, 2.078719, -2.833349], [5.789499, 1.778660, -1.935689], [5.839109, 0.309294, -1.552696], [6.254060, -0.460766, -2.670539], [6.435843, -1.824465, -2.343194], [1.276789, 2.256970, -5.050222], [1.944807, 1.191477, -6.293277], [1.828673, 2.911842, -6.546336], [2.672017, 3.425000, -3.826584], [3.560315, 4.365906, -5.058573], [5.010119, 4.127481, -3.029002], [5.695167, 3.128870, -4.343145], [4.657256, 1.296220, -3.484340], [5.656711, 2.299668, -0.980552], [6.761469, 2.084969, -2.342650], [4.864024, -0.045705, -1.215834], [6.573352, 0.261134, -0.742750], [5.691334, -2.268833, -1.679197], [7.454592, -1.954558, -1.969349], [6.391589, -2.456029, -3.233429], [-4.409836, -4.544597, -1.087286], [-3.217489, -4.316164, -1.785606], [-2.518457, -3.144989, -1.398959], [-1.315368, -2.941262, -2.281891], [-1.716328, -2.294590, -3.542523], [-0.590699, -1.893695, -4.417495], [-1.168200, -1.080164, -5.577902], [-0.140803, -0.990981, -6.558840], [-0.576773, -0.250016, -7.672067], [-5.001199, -3.626669, -0.997270], [-4.257032, -4.916757, -0.067604], [-5.028638, -5.304076, -1.563141], [-2.139184, -3.308489, -0.380231], [-3.185076, -2.278394, -1.437089], [-0.713738, -3.831797, -2.496479], [-0.644337, -2.246948, -1.768571], [-2.225283, -2.967493, -4.106173], [-0.131921, -2.817344, -4.784806], [0.120104, -1.271188, -3.881002], [-1.386323, -0.085253, -5.181445], [-2.042645, -1.540630, -6.048211], [-0.830317, 0.783205, -7.413327], [-1.373919, -0.744735, -8.234395], [0.250589, -0.156263, -8.379597], [-1.810218, -6.308006, 0.607365], [-0.444540, -6.072418, 1.233678], [-0.512831, -5.445194, 2.616642], [-0.821543, -4.045103, 2.518024], [-0.799176, -3.457516, 3.795046], [0.373742, -7.285773, 1.183304], [-2.481057, -5.500500, 0.902098], [-2.335797, -7.197025, 0.968558], [-1.706318, -6.388324, -0.473743], [0.004196, -5.254123, 0.653258], [0.395564, -5.599992, 3.201963], [-1.351737, -5.898003, 3.159472], [-0.843052, -2.373507, 3.669495], [0.101786, -3.638976, 4.388795], [-1.681971, -3.736688, 4.379381], [0.148505, -7.777323, 0.327464], [1.366385, -7.088940, 1.149023], [1.763915, 0.058048, -1.821786], [1.406680, 1.183518, -0.829114], [0.676983, 0.672594, 0.419514], [-0.442052, -0.088982, -0.012287], [-1.308629, -0.341760, 1.084212], [2.689277, 1.858123, -0.540613], [0.862479, -0.500176, -2.065235], [2.490481, -0.624564, -1.375264], [2.166806, 0.453060, -2.753899], [0.806920, 1.938014, -1.349587], [0.302549, 1.558909, 0.938674], [1.429098, 0.094153, 0.965704], [-0.904360, -1.169032, 1.680418], [-2.317206, -0.677381, 0.845322], [-1.349139, 0.525381, 1.747251], [2.543542, 2.858937, -0.403269], [3.196096, 1.835828, -1.426885], [-3.046451, 2.382831, -1.514887], [-2.977759, 1.061742, -2.262514], [-3.605693, 1.047677, -3.662572], [-4.919213, 1.544124, -3.488829], [-5.728643, 1.515053, -4.662778], [-1.547137, 0.719071, -2.442806], [-2.666174, 2.314090, -0.492504], [-4.074053, 2.733444, -1.406719], [-2.484473, 3.154921, -2.044275], [-3.442987, 0.276684, -1.653988], [-3.638044, -0.002108, -3.978735], [-3.037081, 1.610355, -4.409777], [-5.298780, 2.291640, -5.304138], [-6.795295, 1.607937, -4.493687], [-5.509480, 0.561070, -5.157622], [-1.535967, -0.215574, -2.846787], [-1.141952, 0.704561, -1.496726]], "forces_ev_per_a": [[0.7, -0.1, -0.2], [-0.8, -0.1, -0.5], [0.1, -0.3, 0.0], [0.1, 0.1, 0.2], [-0.2, 0.4, -0.2], [-0.2, 0.1, 0.3], [0.1, -0.2, 0.3], [0.0, 0.0, -0.1], [0.1, 0.3, 0.0], [-0.6, 0.2, -0.2], [0.6, 0.7, 0.8], [-0.3, 0.2, -0.3], [0.2, 0.2, 0.2], [0.1, -0.4, 0.2], [-0.2, -0.2, -0.1], [-0.1, -0.6, -0.4], [0.0, 0.0, -0.3], [0.2, -0.1, 0.2], [-0.1, -0.3, -0.8], [0.3, 0.2, 0.4], [-0.2, 0.0, -0.6], [0.6, 0.0, -0.7], [0.1, -1.5, -0.1], [0.4, 1.9, 0.2], [0.5, 0.1, 0.3], [0.1, -0.5, -0.4], [-0.2, -0.1, 0.6], [0.0, 0.2, 0.0], [0.0, -0.2, 0.5], [0.0, 0.4, 0.2], [-0.1, -0.1, 0.3], [-0.1, 0.0, 0.1], [0.0, -0.1, 0.2], [-0.3, 0.2, 0.2], [-0.3, 0.2, 0.1], [-0.1, -0.2, -0.5], [-0.3, -0.3, 0.1], [0.2, 0.1, 0.0], [-0.2, -0.1, 0.0], [-0.2, -0.2, -0.1], [0.4, 0.1, 0.1], [-0.3, 0.1, -0.1], [0.1, -0.1, -0.2], [-0.3, -0.6, 0.7], [0.5, -0.2, -0.9], [0.9, -0.8, 1.1], [-0.2, 0.5, -0.7], [-0.3, 0.4, 1.2], [0.8, -0.1, -0.5], [-0.3, -0.3, -0.1], [0.0, 0.0, -0.5], [-0.1, 0.0, -0.4], [-0.3, 0.3, 0.3], [0.4, 0.0, -0.2], [-0.4, 0.1, -0.1], [-0.2, 0.4, 0.1], [-0.3, 0.4, 0.0], [-0.4, 0.0, 0.0], [0.1, -0.1, 0.0], [0.1, 0.2, -0.3], [0.1, -0.2, 0.0], [-0.1, 0.1, -0.1], [-0.1, -0.1, 0.1], [0.1, -0.2, 0.1], [-0.1, 0.3, 0.0], [-0.1, 0.0, 0.5], [-0.8, 0.6, -0.5], [0.6, -0.6, -0.3], [-0.8, -0.2, 0.0], [-0.2, -0.4, 0.2], [0.2, -0.7, -0.4], [-0.1, 0.1, 0.4], [0.4, 0.4, -0.4], [-0.5, -0.2, 0.0], [0.6, -0.5, -0.5], [0.2, -0.2, 0.4], [0.4, -0.2, 0.2], [0.2, 0.1, -0.1], [0.3, 0.6, 0.5], [0.1, 0.0, 0.0], [0.0, 0.1, -0.1], [0.0, 0.3, -0.1], [-0.3, 0.0, 0.0], [-0.1, 0.3, -0.1], [0.1, -0.1, -0.1], [0.0, 0.0, 0.3], [-0.1, -0.4, 0.2], [0.0, 0.5, 0.4], [-0.1, -0.1, 0.5], [-0.1, 0.4, -0.3], [-0.4, 0.3, 0.6], [-0.1, -0.3, -0.7], [0.4, -1.0, 0.6], [0.1, 0.9, -0.9], [0.3, 0.3, -0.2], [-1.2, -0.7, -0.1], [1.2, -0.2, 0.2], [-0.3, 0.2, -0.1], [0.8, 0.2, -0.6], [-0.1, 0.1, -0.1], [0.3, 0.1, 0.1], [0.3, 0.1, -0.4], [-0.2, 0.3, 0.2], [0.1, 0.1, 0.0], [-0.3, -0.4, 0.4], [-0.1, 0.1, 0.1], [-0.3, 0.0, 0.3], [0.6, 0.3, -0.2], [0.1, -0.1, 0.1], [-0.4, 0.1, -0.2], [-0.2, 0.0, 0.3], [-0.4, -0.1, 0.2], [-0.3, 0.0, 0.3], [0.2, -0.2, 0.2], [-0.2, -0.1, 0.5], [0.5, 0.9, -0.5], [-1.1, -0.2, 0.4], [0.8, -0.6, -0.1], [-0.4, 0.8, 0.2], [-0.3, 0.0, 0.2], [0.2, 0.3, -0.4], [0.4, -0.3, 0.1], [-0.3, 0.2, 0.0], [0.1, -0.1, -0.3], [0.2, 0.0, -0.1], [0.1, -0.3, 0.3], [-0.1, 0.0, -0.1], [0.1, -0.4, -0.2], [0.0, -0.2, 0.1], [0.0, -0.1, 0.0], [0.0, 0.2, 0.1], [-0.9, 0.0, 0.4], [0.7, 0.2, -1.2], [0.6, 0.6, -1.4], [-0.3, -0.1, 0.8], [0.5, -0.7, 0.9], [0.0, 0.0, 0.2], [0.1, -0.1, 0.0], [0.0, 0.0, 0.0], [0.1, 0.1, 0.1], [-0.6, -0.4, 0.0], [0.3, -0.2, 0.6], [-0.4, -0.1, 0.5], [0.2, 0.0, 0.1], [0.1, 0.4, -0.8], [-0.2, 0.1, -0.1], [-0.1, -0.2, 0.7], [0.3, -0.1, 0.1], [-0.6, 0.3, -0.1], [1.3, 0.0, -0.3], [-0.8, -0.1, 1.0], [-1.0, 0.1, 0.2], [2.2, -0.5, -0.3], [-0.5, 0.5, 0.2], [0.3, -0.2, -0.1], [0.0, -0.1, -0.2], [0.1, 0.0, 0.0], [-0.4, 0.1, -0.1], [0.0, 0.0, -0.2], [0.1, 0.3, 0.2], [-0.7, 0.2, -0.4], [0.1, 0.3, 0.4], [-0.4, -0.1, -0.2], [0.2, 0.0, 0.4], [-0.1, -0.4, -0.9]], "mulliken_charge": [-0.76, -0.26, -0.58, 0.14, 0.48, 0.00, 0.22, 0.39, 0.14, -1.10, 1.20, -0.61, 0.12, 0.28, 0.40, 0.17, -0.67, 0.38, -0.58, -0.29, -0.63, -0.45, -0.36, -0.89, -0.52, -0.36, -0.63, 0.53, 0.32, -0.20, 0.41, 0.36, 0.13, 0.44, 0.31, 0.38, 0.36, 0.42, 0.42, 0.23, 0.32, 0.25, -0.82, -0.28, -1.00, -0.69, -0.02, -0.87, -0.28, -0.40, -0.72, 0.31, 0.32, 0.24, 0.40, 0.53, 0.42, 0.07, 0.42, 0.48, 0.34, 0.51, 0.06, 0.28, 0.31, 0.25, -0.71, -0.37, -0.27, -0.93, 0.15, -0.64, -0.04, -0.39, -0.74, 0.27, 0.22, 0.37, 0.03, 0.41, 0.37, 0.42, 0.17, -0.01, 0.53, -0.14, 0.49, 0.23, 0.32, 0.28, -0.63, -0.51, 0.33, -0.24, -0.23, -0.40, -0.24, -0.42, -0.81, 0.33, 0.13, 0.29, -0.01, 0.22, 0.66, -0.40, 0.32, 0.67, -0.28, 0.14, 0.45, 0.30, 0.36, 0.29, -1.04, 1.72, -1.57, 0.43, -0.99, -0.79, -0.43, 0.38, 0.53, -0.47, 0.45, 0.41, 0.26, 0.38, 0.23, 0.30, 0.28, 0.29, 0.96, -1.02, 0.80, -1.24, 1.06, -1.07, -0.28, 0.28, 0.22, -0.20, 0.46, 0.20, 0.16, 0.54, -0.57, -0.57, -1.77, 1.30, -0.90, -0.37, -0.78, 0.02, 0.36, 0.48, 0.32, -0.25, 0.39, 0.43, 0.32, 0.26, 0.28, -0.19, -0.17], "total_charge": 0, "lumo_energy_ev": 0.57, "homo_ev": -8.68, "e_tot_ha": -2948.17360, "smiles": "COC[C@H](C)N.COC[C@H](C)N.COC[C@H](C)N.COCCNCCOC.COCCNCCOC.COCCNCCOC.COCCNCCOC.CCO.CCO", "largest_force_ev_per_a": 2.2}